Here is C35H51F9N5O2P2Rb as an isolated structure at a distorted geometry from the OMol25 dataset. Energies are from wB97M-V/def2-TZVPD.

The calculation puts the HOMO-LUMO gap (alpha / beta) at 3.353 / 3.351 eV. The total charge is -2. The multiplicity is 1.

Each line ends with the Löwdin charge.
Element x y z (Å)
Rb 0.221895 -0.197130 0.284610  0.486
C 3.379095 -0.124730 -4.579490  -0.132
C 2.747495 -0.709330 -3.320690  -0.509
C 3.816395 -1.465630 -2.524490  -0.148
P 1.772595 0.397970 -2.251090  1.023
C 2.695195 1.925670 -1.838390  -0.545
C 3.411295 2.634470 -2.977190  -0.135
C 3.658695 1.686470 -0.670190  -0.129
C 0.257395 0.879670 -3.104690  -0.292
C -0.069505 0.457070 -4.405990  -0.099
C -1.299605 0.770470 -4.988190  -0.144
C -2.240805 1.482170 -4.262390  -0.127
C -1.942105 1.886170 -2.961690  -0.041
C -0.688205 1.624370 -2.365390  -0.371
N -0.399505 1.988070 -1.086590  -0.110
C -0.640505 3.285070 -0.719890  -0.341
C -0.585705 4.382370 -1.611090  -0.039
C -0.831205 5.694870 -1.202190  -0.122
C -1.118405 5.957570 0.127410  -0.155
C -1.135405 4.907470 1.043210  -0.122
C -0.886905 3.580770 0.640610  -0.300
P -0.816405 2.199970 1.817210  1.017
C -0.082505 2.892570 3.358110  -0.569
C 1.362195 3.348270 3.114910  -0.122
C -0.086205 1.854970 4.485310  -0.120
C -2.576205 1.839070 2.222810  -0.538
C -3.308105 1.234170 1.020810  -0.077
C -3.385005 3.001570 2.789010  -0.103
H 3.587995 -0.927830 -5.296490  0.069
H 4.341695 0.351070 -4.372490  0.056
H 2.743295 0.605070 -5.086990  0.055
H 2.038495 -1.478630 -3.654190  0.097
H 4.627695 -0.806730 -2.200290  0.079
H 4.265795 -2.252630 -3.141190  0.102
H 3.396095 -1.948030 -1.634690  0.052
H 1.982195 2.657770 -1.457290  0.088
H 4.341195 2.130470 -3.251690  0.055
H 3.695695 3.647270 -2.666890  0.066
H 2.780495 2.733570 -3.865690  0.067
H 4.483395 1.021770 -0.941390  0.058
H 3.141895 1.249170 0.192610  0.005
H 4.098795 2.633370 -0.336890  0.069
H 0.618395 -0.145030 -4.984090  0.082
H -1.524905 0.435470 -5.994590  0.076
H -3.210105 1.716270 -4.686490  0.081
H -2.694105 2.420570 -2.384890  0.104
H -0.339005 4.203870 -2.656090  0.107
H -0.790905 6.496870 -1.930290  0.085
H -1.312705 6.971670 0.456010  0.073
H -1.342805 5.137570 2.081310  0.086
H -0.654905 3.757870 3.704810  0.079
H 1.998295 2.521370 2.777610  0.065
H 1.799195 3.749170 4.036510  0.068
H 1.420995 4.140370 2.361110  0.065
H 0.462795 0.947770 4.206810  0.077
H -1.104005 1.560170 4.761010  0.046
H 0.383995 2.264170 5.386710  0.073
H -2.551905 1.058670 2.993210  0.021
H -3.428205 1.959270 0.208510  0.082
H -4.310105 0.898670 1.311510  0.079
H -2.776305 0.363370 0.620710  0.050
H -3.543005 3.793370 2.050310  0.072
H -2.910505 3.444570 3.669410  0.063
H -4.376605 2.654570 3.102210  0.068
F 1.343195 -6.103930 -0.909490  0.150
C 0.850295 -4.907930 -0.498290  -0.440
F 0.742995 -5.007830 0.853110  0.075
F -0.421905 -4.859430 -0.974990  -0.002
C 1.694895 -3.730730 -0.940990  -0.375
O 1.197595 -2.537830 -0.527190  -0.242
C 3.089595 -4.003130 -0.415690  -0.476
F 3.998595 -3.073330 -0.811690  0.106
F 3.150195 -4.035230 0.942010  0.146
F 3.591895 -5.195230 -0.826490  0.128
C 1.793995 -3.838030 -2.448890  -0.458
F 0.592595 -3.709330 -3.071790  0.159
F 2.290795 -5.029430 -2.868290  0.134
F 2.605895 -2.895830 -2.997390  -0.029
C -3.256105 -0.570830 5.389110  -0.039
C -2.337905 -1.162130 4.392610  -0.305
C -1.796605 -2.421930 4.268810  0.004
C -0.993805 -2.367130 3.106610  -0.310
N -1.029605 -1.155130 2.540410  0.038
N -1.847005 -0.447430 3.335410  0.003
C -0.178805 -3.448730 2.505310  -0.043
H -3.532005 -1.305130 6.152610  0.074
H -4.175105 -0.221630 4.907610  0.076
H -2.784105 0.279270 5.892010  0.069
H -1.955905 -3.266930 4.923810  0.096
H -2.026405 0.521770 3.095710  -0.051
H -0.258005 -4.372530 3.087210  0.093
H 0.876695 -3.160230 2.470110  0.093
H -0.514805 -3.661330 1.485310  0.005
C -1.614205 -4.939230 0.267110  -0.149
N -1.407605 -3.526230 0.076110  0.017
C -2.200505 -2.647030 -0.573590  -0.616
N -3.331605 -3.129330 -1.119390  0.177
O -1.903605 -1.462330 -0.662390  -0.098
H -0.775005 -5.342030 0.838910  0.092
H -1.671305 -5.431530 -0.707190  0.112
H -2.547505 -5.097930 0.813610  0.088
H -0.574805 -3.099030 0.462210  0.070
H -3.605605 -4.094730 -1.065490  0.081
H -3.926705 -2.474030 -1.605990  0.107
H 2.278995 -0.450030 1.807410  -0.211

Forces on atoms 1 to 6 (eV/Å):
Rb 0.8 -1.1 0.2
C 0.2 0.1 -0.6
C 0.6 1.2 -1.2
C 1.5 2.9 0.8
P -0.2 -0.5 1.2
C 0.7 0.8 -0.2